{"formula": "C65H65Cl3F6N2OSSi", "method": "the ωB97M-V functional and the def2-TZVPD basis", "e_homo_ev": -7.688, "e_lumo_ev": -0.828, "total_energy_ev": -146045.77698, "symbols": ["C", "C", "C", "C", "H", "C", "C", "H", "C", "C", "C", "C", "H", "C", "C", "H", "Cl", "C", "H", "C", "H", "H", "H", "H", "H", "C", "C", "H", "H", "H", "H", "H", "C", "Cl", "C", "C", "H", "H", "H", "C", "H", "H", "C", "H", "H", "C", "F", "Si", "H", "C", "C", "H", "H", "C", "C", "H", "H", "C", "F", "H", "H", "C", "H", "H", "C", "C", "F", "H", "C", "H", "C", "H", "H", "C", "C", "C", "S", "H", "C", "C", "C", "C", "C", "H", "C", "C", "C", "H", "N", "H", "H", "H", "C", "H", "F", "H", "Cl", "H", "C", "H", "C", "H", "C", "N", "C", "C", "O", "H", "H", "C", "H", "H", "H", "C", "C", "C", "H", "C", "H", "H", "H", "H", "H", "F", "C", "C", "F", "C", "H", "C", "C", "C", "H", "H", "C", "H", "H", "C", "H", "H", "C", "H", "C", "C"], "coordinates": [[5.17640, -2.36484, -0.10519], [-3.62200, -7.85969, -0.88554], [6.21088, -1.45903, -0.31260], [-5.83121, -3.49150, -2.28047], [-3.39440, 2.12739, -1.24898], [2.97438, 3.18881, 6.57564], [-8.15690, 0.73834, -3.79065], [-3.22068, -10.92129, -0.52108], [-2.35573, -2.09246, -1.22326], [0.03529, 8.33047, -0.14444], [4.79068, -2.73088, 1.17955], [0.90511, -1.88572, -1.74426], [2.17025, 3.33505, -0.63133], [-3.53186, -10.53710, -1.58136], [3.65950, 6.01561, 1.74408], [4.40622, 6.86639, 5.05014], [-6.06503, -9.49890, -0.81620], [5.45594, -2.18569, 2.27738], [-8.04563, 1.32613, -1.38911], [1.05709, -11.09665, 2.38301], [2.40421, 1.56441, -3.96982], [6.49534, -1.19238, -1.32523], [-0.91847, -10.38603, -0.29873], [1.49996, 5.72754, -0.87432], [-2.32027, 0.48879, -3.82862], [-4.97196, 2.84264, -3.43485], [0.26708, 8.00786, -1.47705], [0.65295, -14.16516, 0.96417], [-6.80306, -0.99763, -0.57431], [6.73355, 2.48935, 7.24337], [-3.78478, 0.22094, -2.67495], [5.16710, -2.47278, 3.28558], [-3.73189, -4.96451, -0.89452], [-1.87963, -7.87150, -1.51763], [2.57664, 4.09347, 0.02980], [-7.77756, -0.46199, -4.84484], [-3.78878, 5.68530, -5.09538], [0.18449, -9.26756, 1.64159], [1.32789, -3.57512, 1.58110], [-4.43305, -3.51976, -1.36319], [-3.71425, -8.03664, 0.28648], [-6.79214, -2.64876, -5.19391], [5.92294, 8.24772, 4.42227], [1.54552, -10.61130, 3.22529], [6.04932, 4.00791, 5.38376], [-7.06209, -0.89093, -1.71952], [-0.79059, -12.92881, -0.80408], [-3.18669, 3.55970, -3.82631], [-6.24675, -7.36484, -2.68105], [-4.34126, -6.42198, -1.34689], [4.88642, 7.81983, 5.24457], [4.71479, 4.36386, 2.65698], [-2.97865, 3.56466, -6.46613], [5.10444, 9.85171, 6.53335], [-4.39504, -9.14154, -1.58830], [1.27602, -5.41402, -0.96112], [-3.27556, 1.75543, -5.76269], [-2.41756, 1.86797, -1.88282], [6.31802, 7.47363, 3.40280], [-1.56920, 1.69821, -1.06007], [0.38356, 1.52933, -2.33856], [-0.32829, -10.95966, 0.40843], [2.46419, -3.97534, -0.69518], [-4.25218, -11.37219, -2.03741], [-7.01445, -1.86349, -4.34962], [2.10547, 0.52455, -3.48637], [4.54127, -2.89290, -1.15988], [2.21621, -0.28360, -4.32792], [-0.25150, 6.84401, -2.03369], [3.97714, -3.43577, 1.31522], [1.37287, -4.37035, -0.41552], [7.36560, 9.77537, 3.98903], [-4.54203, -8.85268, -2.73723], [-7.79934, 0.49675, -2.20701], [3.47633, 3.72736, 1.02488], [5.30390, 3.53532, 6.01500], [-2.15807, -4.74528, 0.16830], [-8.07272, -0.27781, -5.98088], [-2.73769, 2.80650, -5.58412], [0.51594, 0.61510, -3.09463], [0.29344, -10.33883, 1.49176], [4.70261, 2.07739, 7.84526], [-0.18924, -12.33218, 0.23371], [-1.41306, 5.06667, -1.66559], [-1.72489, -0.80627, -2.04923], [6.14051, 10.27470, 5.69934], [3.35052, 2.32754, 7.60607], [-1.57151, 2.56949, -5.61992], [1.40079, -4.51052, 1.11900], [-0.92703, 7.72272, 1.68626], [4.78270, 10.47998, 7.36119], [4.08533, 6.76527, 2.40664], [6.86904, -0.90505, 0.78536], [-0.18326, 0.87496, -4.01314], [3.59299, 4.60496, 4.79428], [-5.27888, 3.02700, -2.31135], [-8.06888, -5.09024, -3.73530], [6.62368, 11.23315, 5.87321], [1.19482, -12.47290, 2.19622], [2.77669, 0.33989, -2.54140], [0.32641, -3.22579, -0.94961], [3.67396, 8.29411, 6.96267], [-6.60900, -2.12626, -2.74849], [-3.83464, -2.20179, -0.92811], [-1.01088, 5.98348, -1.24131], [-2.61185, 0.44331, -2.67166], [-1.94664, 2.97788, -2.72551], [-1.84919, 5.63236, 0.71355], [-4.94836, 1.71655, -3.75203], [2.75335, 6.39232, 0.75165], [0.66180, -5.17615, 1.44279], [1.92831, 3.40139, 6.38153], [7.67392, -0.19006, 0.63402], [-0.07798, -0.70247, -2.30917], [6.49215, -1.27185, 2.07965], [3.95442, 3.78219, 5.78778], [-5.69818, 3.39183, -4.19817], [-3.20397, 5.48044, -4.07549], [4.99693, 1.40898, 8.65160], [-2.08278, 5.81344, -4.29743], [2.59080, 1.85201, 8.22170], [-2.61586, -10.48854, -2.34458], [2.46941, 7.43696, 0.64363], [1.00139, 8.83161, -2.23656], [-1.25334, 6.30102, 0.09597], [5.68086, 2.68275, 7.05259], [3.82576, 2.44085, 1.15673], [4.01870, 4.67543, 1.88530], [-4.34755, -1.37292, -1.29957], [-6.47692, -4.95995, -2.72363], [6.55592, 9.46614, 4.64165], [2.20858, 5.43215, -0.10455], [-8.67845, 1.75133, -4.10233], [-3.69508, 6.06818, -3.18831], [-0.73352, 7.47564, 0.64537], [-0.06076, 6.61712, -3.07737], [7.00874, -0.84291, 2.93564], [-1.29822, -3.28486, -0.71594], [1.79305, -13.05999, 2.88886], [0.45413, 9.24292, 0.26720], [-5.72560, -6.36940, -2.28109], [2.05981, -1.78260, -1.90298], [4.47817, 8.62315, 6.30928], [0.56383, -13.09505, 1.11927]], "forces_ev_per_a": [[0.64, 0.54, 1.07], [-2.35, 0.13, -0.09], [-0.04, -0.02, -0.09], [0.52, -2.50, 0.43], [1.96, -0.45, -1.64], [-0.03, 0.05, -0.06], [1.97, -3.85, 1.85], [-0.51, 1.03, -2.00], [4.11, 0.75, -0.98], [-0.03, 0.05, -0.04], [-0.07, -0.05, -0.09], [-3.80, -0.08, 0.47], [0.04, 0.02, 0.07], [-0.69, -0.75, -0.93], [-0.24, -0.20, -0.28], [0.07, 0.07, 0.00], [1.66, 0.63, -0.61], [0.19, 0.19, -0.36], [0.59, -2.09, -2.03], [-0.04, 0.03, -0.04], [-0.57, -2.16, 1.09], [-0.06, -0.04, 0.08], [0.09, -0.06, 0.06], [0.29, -0.15, 0.25], [-0.52, 0.24, 2.59], [-0.03, 0.27, -0.30], [-0.61, -0.60, 0.55], [-0.02, 0.11, -0.03], [-0.63, 0.16, -2.56], [-0.19, 0.05, -0.08], [2.57, 0.10, 0.10], [0.01, 0.04, -0.21], [-2.52, 0.57, -2.11], [-1.43, 0.06, 0.75], [0.01, -0.03, 0.04], [0.68, 0.02, 3.74], [1.09, -0.42, 2.32], [0.00, -0.18, -0.08], [-0.26, -1.28, -0.70], [-1.97, -2.26, -1.10], [0.68, 0.70, -2.53], [-0.39, 1.64, 2.05], [-0.33, 0.69, 0.91], [-0.09, -0.10, -0.17], [-0.09, -0.01, 0.04], [-0.30, 0.44, -3.02], [-0.13, -0.10, -0.20], [0.03, -0.70, -1.05], [1.33, 2.49, 1.16], [-1.73, 3.74, -1.10], [0.00, -0.09, -0.06], [-0.08, 0.01, -0.16], [0.43, -1.76, 1.79], [-0.03, -0.06, -0.02], [1.53, -0.14, -1.46], [-0.23, 2.19, 1.35], [1.03, 2.38, 0.26], [1.04, -0.79, 1.69], [0.09, -0.16, -0.19], [-1.78, 0.38, -1.84], [0.21, -1.92, -1.64], [-0.06, -0.02, -0.07], [-2.54, -0.75, 0.36], [1.48, 1.87, 1.06], [-0.99, 2.90, 2.22], [-0.87, 0.50, -0.63], [-0.17, -0.12, -0.33], [0.11, 1.39, 1.85], [-0.10, 0.14, -0.06], [0.04, -0.02, -0.04], [0.92, 1.17, -0.09], [-0.09, -0.06, 0.03], [0.01, -0.65, 2.64], [1.09, -2.80, -2.66], [-0.27, 1.12, -0.08], [-0.01, 0.06, -0.06], [-0.87, 1.40, -2.25], [0.85, -0.70, 2.71], [0.79, -0.65, -0.80], [-0.33, 0.16, 1.27], [0.13, -0.47, 0.04], [0.04, 0.04, -0.05], [0.52, 0.50, 0.90], [0.13, 0.13, 0.05], [1.92, -2.02, 1.01], [-0.24, -0.36, 0.01], [0.36, 0.15, -0.18], [-2.38, 0.59, 0.00], [-0.74, -0.17, -1.41], [0.08, -0.02, -0.19], [0.07, -0.12, -0.16], [-0.05, -0.19, -0.12], [-0.32, -0.30, 0.20], [1.62, -0.68, 1.79], [-0.11, 0.19, -0.07], [0.28, -0.56, -2.40], [2.77, 0.23, 1.76], [-0.06, -0.20, -0.06], [-0.22, 0.31, -0.21], [-1.35, 0.21, -1.98], [-2.67, 2.96, -1.62], [0.14, 0.02, -0.15], [-1.64, 3.21, -1.51], [1.70, -2.33, -1.72], [-0.06, 0.32, 0.21], [-0.54, -1.04, -0.36], [-2.65, -0.54, -0.07], [0.13, 0.11, -0.12], [-0.31, 2.05, 0.92], [0.07, -0.09, 0.02], [0.78, 1.22, -0.33], [0.11, -0.01, -0.03], [-0.16, -0.14, -0.01], [-1.10, -3.08, 1.95], [0.01, 0.00, -0.07], [0.31, -0.75, 0.91], [1.36, -1.09, 1.78], [0.44, 0.56, -0.67], [-0.06, 0.13, -0.16], [-2.41, -0.43, 0.71], [0.12, 0.12, -0.13], [-1.95, 0.11, 1.99], [0.09, -0.24, 0.02], [0.12, 0.12, -0.10], [0.04, 0.11, -0.01], [-0.48, -0.01, 0.01], [0.08, -0.29, 0.03], [0.09, -0.12, -0.08], [0.46, -1.12, 0.20], [3.80, -0.28, 2.41], [0.03, -0.03, -0.08], [0.34, -0.01, 0.29], [1.23, -2.47, 0.55], [1.14, -0.95, -1.80], [0.00, -0.22, -0.43], [0.04, 0.05, 0.09], [-0.11, -0.08, -0.17], [0.62, 2.65, -1.74], [-0.13, 0.08, -0.15], [-0.03, -0.06, -0.08], [0.71, 2.68, 0.59], [-2.49, -0.33, 0.35], [0.36, 0.27, -0.21], [-0.03, -0.05, -0.07]], "mulliken_charge": [0.425, 0.344, -0.369, 0.144, 0.314, -0.480, -0.365, 0.257, -0.422, -0.659, -0.210, -0.680, 0.692, -1.136, -0.123, 0.441, -0.166, -0.512, 0.311, -0.455, 0.348, 0.416, 0.349, 0.297, 0.184, -0.717, 0.646, 0.409, 0.331, 0.361, -0.185, 0.377, 0.013, -0.130, -0.820, -0.483, 0.323, 0.433, 0.257, -0.270, 0.357, 0.373, 0.142, 0.360, 0.450, -0.254, -0.300, 0.774, 0.120, 0.490, 0.054, 0.468, 0.329, -0.383, -0.165, 0.271, 0.240, -0.636, -0.295, 0.511, -0.118, -0.048, -0.067, 0.385, -0.307, -1.173, -0.341, 0.341, -0.824, 0.401, -0.225, 0.417, 0.355, -0.288, 0.232, -0.112, -0.209, 0.276, -0.975, 0.541, -0.470, -0.474, 0.151, 0.445, 0.105, -0.419, -0.385, 0.214, -0.555, 0.388, 0.363, 0.286, -0.484, 0.057, -0.224, 0.240, -0.198, 0.353, -0.404, 0.275, 0.414, 0.369, 0.140, -0.161, 0.015, 0.039, -0.428, 0.421, 0.075, -0.734, 0.243, 0.397, 0.376, 0.315, -0.489, 0.303, 0.269, -0.931, 0.367, 0.142, 0.360, 0.291, 0.411, -0.363, -0.582, -0.547, -0.275, -0.480, 0.166, -0.183, -0.435, -0.023, 0.326, 0.281, -0.268, 0.395, 0.395, 0.263, 0.349, 0.463, -0.609, -0.032, -0.583, -0.386]}